Entry 1:
{"formula": "C2H13NO4", "method": "the ωB97M-V functional and the def2-TZVPD basis", "symbols": ["O", "O", "O", "O", "N", "C", "C", "H", "H", "H", "H", "H", "H", "H", "H", "H", "H", "H", "H", "H"], "positions_angstrom": [[0.6892, -1.9059, 1.5344], [-0.1757, -4.0947, -2.8819], [-1.3204, -1.8036, -0.7239], [0.9282, 3.6956, -3.8042], [0.3509, 0.9322, 1.5195], [1.2441, 1.8901, 1.8071], [-0.9923, 1.0269, 2.1921], [-0.8981, 1.9412, 2.9789], [0.3479, 3.3969, -4.5568], [2.4160, 1.7700, 1.7484], [-2.1128, -2.1334, -0.2885], [-0.7698, -3.3264, -2.8229], [-0.6492, -2.1172, -0.1375], [0.8450, 2.6990, 2.3341], [1.1345, 4.6656, -3.9409], [-1.1816, 0.1061, 2.8642], [0.5268, -0.9902, 1.2662], [1.5038, -2.3701, 1.4083], [-0.1239, -4.4675, -1.9440], [-1.7626, 1.0855, 1.4475]], "lowdin_charge": [-0.077, -0.106, -0.050, -0.112, -0.121, -0.017, -0.130, 0.105, 0.054, 0.111, 0.043, 0.017, -0.021, 0.019, 0.057, 0.098, -0.017, 0.030, 0.064, 0.052], "e_lumo_ev": 0.654, "smiles": "C=NC.O.O.O.O", "homo_energy_ev": -10.10, "homo_lumo_gap_ev": 10.7531, "e_above_lowest_kcal_mol": 59.7}



Entry 2:
{"formula": "C44H32Cl2GeMoNOP", "method": "the ωB97M-V functional and the def2-TZVPD basis", "symbols": ["Mo", "Ge", "Cl", "Cl", "P", "O", "N", "C", "C", "C", "C", "C", "C", "C", "C", "C", "C", "C", "C", "C", "C", "C", "C", "C", "C", "C", "C", "C", "C", "C", "C", "C", "C", "C", "C", "C", "C", "C", "C", "C", "C", "C", "C", "C", "C", "C", "C", "C", "C", "C", "C", "H", "H", "H", "H", "H", "H", "H", "H", "H", "H", "H", "H", "H", "H", "H", "H", "H", "H", "H", "H", "H", "H", "H", "H", "H", "H", "H", "H", "H", "H", "H", "H"], "positions_angstrom": [[0.4789, -0.5921, -1.2868], [0.9042, -0.6271, 2.4262], [3.1875, 2.7215, -3.0336], [2.1452, -2.3432, -2.2443], [-1.5187, 0.7431, -1.8553], [-0.7039, -3.5009, -1.2181], [1.9759, 0.4139, -1.7159], [0.4309, -0.5492, 0.5639], [4.5358, -1.5724, -3.4661], [2.7723, -0.5961, 2.8305], [-2.4447, -0.2271, -4.2359], [-1.2785, 2.8165, 4.8436], [1.3534, -4.5135, 4.0335], [-2.8299, 2.8304, -3.1566], [5.4733, -0.6711, 3.3470], [5.0517, -0.3859, 2.0867], [-0.4861, 3.0729, -2.9042], [-1.6284, 4.7331, -4.1086], [-0.7474, -3.7618, 4.8889], [-4.5078, 2.1218, 0.6358], [-0.2087, 0.6514, 4.8399], [3.2240, -0.7624, 4.1378], [1.5001, -3.3508, 3.2677], [3.2701, -1.2112, -2.9128], [-1.1291, 2.8277, 3.4547], [3.6946, -0.4239, 1.7847], [4.8568, 0.8200, -3.9514], [-5.6149, 1.3199, 0.3064], [0.5105, -2.3558, 3.3879], [-3.2468, 1.8978, 0.0935], [4.5897, -0.7916, 4.3818], [-2.8329, 4.0514, -3.8415], [-4.1194, -0.0229, -1.0238], [-5.4063, 0.1519, -0.4782], [-0.8525, 1.6831, 5.5438], [-1.7005, -0.5612, -3.1511], [-2.7884, -1.2547, -5.1912], [-0.7469, -2.3853, -1.6675], [-0.5046, 1.8385, 2.7316], [-0.0347, 0.7033, 3.4246], [-1.6695, -2.8891, -3.8502], [2.8540, 0.1501, -2.7554], [5.3270, -0.5326, -3.9953], [0.2898, -4.6946, 4.8840], [-3.0560, 0.8550, -0.8172], [-1.4199, -1.9475, -2.8315], [-2.3393, -2.5326, -5.0293], [-0.4510, 4.2666, -3.6074], [3.6352, 1.1755, -3.3665], [-1.6204, 2.3018, -2.7617], [-0.6684, -2.6030, 4.0700], [-3.7786, 4.3852, -4.2944], [-1.3389, -3.9274, -3.5103], [-1.6279, 3.6009, 2.8059], [2.3033, -3.1695, 2.5848], [4.8706, -2.5930, -3.5454], [4.9041, -1.0818, 5.3989], [-6.5936, 1.6606, 0.6539], [-6.1973, -0.5532, -0.6950], [6.2797, -0.6507, -4.5036], [-3.7875, 2.2908, -2.9265], [0.4416, 4.8786, -3.7311], [5.4649, 1.5893, -4.3624], [-1.5906, -4.0315, 5.4821], [-2.5472, -3.2755, -5.8366], [-3.4810, -1.0013, -6.0149], [-1.7258, 3.6850, 5.3226], [0.1826, -0.1695, 5.4245], [-0.3674, 1.8841, 1.6502], [-2.7748, 0.7745, -4.4278], [-2.4643, 2.5122, 0.3612], [6.5464, -0.8366, 3.4918], [2.5445, -1.0356, 4.9355], [-3.9500, -0.8973, -1.6928], [-1.5292, -1.9035, 3.8033], [-4.6244, 2.9865, 1.3537], [-1.5742, 5.5752, -4.8205], [5.8493, -0.2942, 1.2888], [3.3145, -0.3470, 0.7515], [-1.0958, 1.5852, 6.6174], [2.0750, -5.3142, 3.8897], [0.2954, -5.5492, 5.5224], [0.4718, 2.7349, -2.4835]], "lowdin_charge": [0.992, 0.870, 0.782, 0.806, 1.036, 0.002, -0.203, -0.330, -0.086, -0.308, -0.072, -0.093, -0.096, -0.110, -0.128, -0.104, -0.097, -0.085, -0.078, -0.077, -0.093, -0.102, -0.095, -0.566, -0.118, -0.093, -0.096, -0.070, -0.281, -0.096, -0.092, -0.059, -0.091, -0.054, -0.085, -0.324, -0.055, -0.537, -0.128, -0.276, 0.000, -0.456, -0.088, -0.107, -0.334, -0.269, -0.078, -0.084, -0.706, -0.383, -0.107, 0.110, 0.146, 0.111, 0.093, 0.097, 0.112, 0.103, 0.100, 0.096, 0.132, 0.113, 0.088, 0.084, 0.123, 0.116, 0.099, 0.089, 0.078, 0.085, 0.072, 0.109, 0.102, 0.114, 0.126, 0.125, 0.116, 0.123, 0.083, 0.108, 0.101, 0.092, 0.056], "e_lumo_ev": [-0.457, -0.457], "homo_energy_ev": [-7.03, -7.03], "homo_lumo_gap_ev": [6.5735, 6.5751], "e_above_lowest_kcal_mol": 15.4}



Entry 3:
{"formula": "C12H41ClF2N8O7P2S2Ti", "method": "the ωB97M-V functional and the def2-TZVPD basis", "symbols": ["Ti", "Cl", "S", "S", "P", "P", "F", "F", "O", "O", "O", "O", "O", "O", "O", "N", "N", "N", "N", "N", "N", "N", "N", "C", "C", "C", "C", "C", "C", "C", "C", "C", "C", "C", "C", "H", "H", "H", "H", "H", "H", "H", "H", "H", "H", "H", "H", "H", "H", "H", "H", "H", "H", "H", "H", "H", "H", "H", "H", "H", "H", "H", "H", "H", "H", "H", "H", "H", "H", "H", "H", "H", "H", "H", "H", "H"], "positions_angstrom": [[-3.1621, -3.0663, -3.1724], [1.8346, -1.7939, -5.0275], [-3.9628, -0.3548, -1.8757], [-2.6682, 0.7508, -3.3421], [-0.6577, -2.2240, 1.5252], [1.2563, 3.7810, 0.0719], [-3.9456, -1.6850, -0.9855], [-1.0941, 0.6807, -3.6208], [-2.7294, 1.9863, -2.5580], [-3.6943, 0.5684, -0.7970], [-3.1874, 0.7602, -4.7249], [-1.2714, -4.2835, -3.0637], [0.4488, 4.7415, 0.7973], [-5.2829, -0.4456, -2.4729], [-0.4970, -1.4908, 0.1990], [1.6503, 4.3733, -1.4982], [-2.1406, -1.8726, 2.4429], [-0.4517, -3.9294, 1.4644], [0.4921, -1.7590, 2.6823], [-2.7219, -0.7915, -2.5798], [2.7713, 3.4289, 0.7689], [0.6290, 2.1417, -0.3901], [-0.0764, -1.8656, -2.5222], [-1.3322, -4.5145, 0.3615], [1.0234, 5.5093, -2.0800], [2.6861, 3.9842, -2.4295], [3.7582, 4.4319, 0.8292], [-2.8373, -2.9334, 3.3443], [3.1161, 2.1997, 1.3998], [1.3664, 1.1905, -1.3030], [0.6913, -4.6877, 1.8162], [0.4973, -2.2017, 4.0928], [1.4539, -0.6750, 2.2520], [-0.7670, 1.8312, -0.1606], [-2.6309, -0.5027, 2.3179], [-1.0927, 0.7961, -0.2630], [0.1018, -1.6845, -1.5447], [2.6996, 1.2637, 1.0275], [-1.3593, 2.4250, -0.8568], [0.7694, -3.2568, 4.0622], [-0.9286, -1.3241, -2.5473], [-3.7206, -0.5131, 2.2987], [-1.0399, 2.0823, 0.8644], [-2.0610, -3.6488, 3.6159], [1.5611, -4.0566, 1.6340], [-3.5540, -3.4355, 2.6945], [-2.4099, 0.0215, 1.3881], [2.9459, 2.3077, 2.4710], [-1.3031, -5.5704, 0.6305], [1.1611, -0.2088, 1.3112], [-2.3353, -0.1154, 3.2929], [4.1912, 2.0211, 1.3769], [1.1604, -1.4816, 4.5724], [1.6798, 6.1917, -2.6200], [3.5301, 4.6380, -2.2094], [2.4155, 1.4861, -1.2953], [-0.7994, -4.4148, -0.5842], [2.4794, -1.0314, 2.3489], [1.4386, 0.1336, 2.9828], [1.1392, 0.1416, -1.1125], [0.9499, -5.5641, 1.2219], [4.6762, 4.1084, 1.3198], [2.9745, 2.9430, -2.2853], [2.4072, 4.0062, -3.4830], [0.2691, 5.1326, -2.7707], [-0.4077, -1.9715, 4.6549], [-0.2822, -2.8040, -2.8340], [4.0400, 4.6199, -0.2068], [3.3712, 5.3701, 1.2270], [0.5898, -1.4946, -3.1844], [-2.2878, -3.9910, 0.3911], [0.4861, 6.1300, -1.3629], [0.6244, -4.7550, 2.9021], [1.0260, 1.2784, -2.3347], [-3.2693, -2.4404, 4.2152], [-0.4012, -4.6174, -2.7706]], "lowdin_charge": [0.739, -0.615, 0.346, 0.613, 0.677, 0.649, -0.246, -0.188, -0.264, -0.274, -0.268, -0.532, -0.269, -0.251, -0.319, -0.305, -0.303, -0.320, -0.299, -0.349, -0.315, -0.264, 0.227, -0.062, -0.156, -0.129, -0.127, -0.063, -0.137, -0.089, -0.139, -0.085, -0.095, -0.144, -0.115, 0.042, 0.054, 0.046, 0.062, 0.056, 0.030, 0.078, 0.078, 0.052, 0.079, 0.065, 0.049, 0.083, 0.079, 0.044, 0.078, 0.080, 0.079, 0.078, 0.070, 0.055, 0.051, 0.080, 0.068, 0.053, 0.095, 0.086, 0.058, 0.094, 0.086, 0.070, 0.024, 0.058, 0.087, -0.075, 0.069, 0.073, 0.059, 0.071, 0.073, -0.044], "e_lumo_ev": [1.598, 1.607], "homo_energy_ev": [-3.98, -5.02], "homo_lumo_gap_ev": [5.5825, 6.6314], "spin_multiplicity": 4, "e_above_lowest_kcal_mol": 119.7, "total_charge": -1, "s_squared": 3.752}



Entry 4:
{"formula": "C4H6N2O2", "method": "the ωB97M-V functional and the def2-TZVPD basis", "symbols": ["O", "O", "N", "N", "C", "C", "C", "C", "H", "H", "H", "H", "H", "H"], "positions_angstrom": [[0.7314, 1.1789, 1.3514], [2.4091, 1.2199, -0.0856], [1.3651, -0.3826, -1.8584], [-0.6841, -0.3985, -0.8249], [-1.6001, -0.1453, 0.2051], [-1.6271, -0.8388, 1.3653], [0.5353, -0.0158, -0.8294], [1.3177, 0.8519, 0.1920], [-2.4099, -0.5996, 2.0862], [0.9942, -0.8319, -2.6853], [-2.2937, 0.6476, -0.0900], [-0.1785, 0.7882, 1.4296], [-0.8266, -1.5373, 1.6951], [2.2671, 0.0631, -1.9512]], "lowdin_charge": [0.115, 0.134, 0.136, 0.087, -0.254, -0.006, -0.302, -0.452, 0.057, 0.110, 0.116, 0.077, 0.084, 0.097], "e_lumo_ev": 0.568, "smiles": "C=C/N=C(/N)C(=O)O", "homo_energy_ev": -9.29, "homo_lumo_gap_ev": 9.8616, "e_above_lowest_kcal_mol": 24.8}